This record from the Open Molecules 2025 dataset describes an isolated ion of composition C5H13N2 and charge +1 at a distorted geometry. The level of theory is ωB97M-V/def2-TZVPD.

XYZ file:
```
20
Properties=species:S:1:pos:R:3
C 1.2796 -0.5305 -0.6201
N 0.1247 0.6407 1.4253
C -1.1772 0.1655 -0.5355
H -1.0521 0.3796 -1.5238
H -0.3182 2.4528 -0.0965
H 2.5035 -2.1661 -0.4338
H 1.2582 2.3305 -0.0854
C 1.8005 -1.5381 0.0524
H -1.6262 -1.1936 1.0348
H -0.5820 0.4897 2.1555
H -1.9342 0.9364 -0.1480
H 1.3529 -0.4656 -1.7156
H -1.0721 -2.0996 -0.2335
N 0.4495 1.9501 -0.4463
C 0.1331 0.5175 0.0510
H 0.4633 2.1107 -1.5106
H 1.6317 -1.7369 1.1005
H 1.0381 0.6053 1.8112
H -2.6369 -1.6201 -0.1914
C -1.6361 -1.2283 -0.0900
```

The value obtained for the largest force on an atom is 4.37 eV Å⁻¹. The SMILES is C=C[C@@](N)([NH3+])CC. The multiplicity is 1. Its net charge is +1. For the relative energy (zero: lowest compared OMol25 entry of this formula, charge and spin), the calculation gives 68.5 kcal per mole. The value obtained for the HOMO energy is -14.280 eV. The frontier orbital gap comes out at 10.977 eV. As for the LUMO energy: -3.303 eV.


This record from the Open Molecules 2025 dataset describes a 2-piece molecular cluster, C5H13N2 overall at a distorted geometry. The level of theory is ωB97M-V/def2-TZVPD.

XYZ file:
```
20
Properties=species:S:1:pos:R:3
H -1.8828 0.9224 1.0752
H -1.9208 -0.6261 0.2181
H 0.0134 -2.1726 -2.1633
H 0.3213 1.6652 1.7086
H 0.4775 -0.7670 -2.7767
C 0.8021 1.2737 0.8032
H 1.8619 1.2378 1.0184
H 0.2973 -1.4746 0.8379
C 0.2972 1.9883 -0.4531
H 1.5689 -0.4607 -1.1372
C 0.5767 -0.6519 -0.7410
H 0.5151 -2.9494 1.6187
H -2.1116 1.0493 -0.5915
C -1.5845 0.3984 0.1445
H -0.6405 2.5090 -0.5169
N 0.0947 -2.0344 1.6827
C -0.0656 0.4583 -0.1541
H 0.3102 -1.5043 2.5142
H 1.1038 2.3093 -1.0932
N -0.0344 -1.1707 -1.9945
```

The value obtained for the largest force on an atom is 7.77 eV Å⁻¹. The multiplicity is 1. Its net charge is +1. For the relative energy (zero: lowest compared OMol25 entry of this formula, charge and spin), the calculation gives 150.5 kcal per mole. The value obtained for the HOMO energy is -14.003 eV. The frontier orbital gap comes out at 6.602 eV. As for the LUMO energy: -7.401 eV.


This record from the Open Molecules 2025 dataset describes an isolated ion of composition C5H13N2 and charge +1 at a distorted geometry. The level of theory is ωB97M-V/def2-TZVPD.

XYZ file:
```
20
Properties=species:S:1:pos:R:3
C -0.8307 1.7991 -0.6732
C -0.4304 -1.0101 0.2293
H 2.2336 0.6302 -0.6912
H -2.0280 -0.8276 1.4653
H -2.5039 -0.7829 -0.0801
N -1.8023 -1.0419 0.5500
C 0.5055 -1.5895 1.2637
H 1.5535 1.7712 0.3501
C -0.0055 -0.7160 -1.1722
N 1.5380 0.8201 0.0069
H 0.2922 -2.6655 1.0701
H 1.5915 -1.7783 0.9534
H 0.8768 -1.2086 -1.4408
H -0.7117 -0.8679 -1.9035
C 0.0815 0.5995 -0.4338
H -1.7356 1.2655 -0.8606
H 1.6151 0.0406 0.7267
H -0.6867 2.3379 -1.5904
H -0.9903 2.3983 0.2489
H 0.1916 -1.2523 2.2701
```

The value obtained for the largest force on an atom is 6.72 eV Å⁻¹. The multiplicity is 3. Its net charge is +1. For the relative energy (zero: lowest compared OMol25 entry of this formula, charge and spin), the calculation gives 51.5 kcal per mole. The value obtained for the HOMO energy (alpha / beta) is -7.452 / -14.771 eV. As for the expectation value of S²: 2.0062. The frontier orbital gap (alpha / beta) comes out at 4.535 / 9.195 eV. As for the LUMO energy (alpha / beta): -2.917 / -5.576 eV.


This record from the Open Molecules 2025 dataset describes an isolated ion of composition C5H13N2 and charge +2 at a distorted geometry. The level of theory is ωB97M-V/def2-TZVPD.

XYZ file:
```
20
Properties=species:S:1:pos:R:3
H 0.5149 1.1039 -2.3170
H -2.7989 0.5775 -1.5025
N 0.5421 0.8910 -1.3058
H 2.0520 -1.2332 2.7827
C -1.8368 1.1233 -1.6355
H -1.7041 1.0974 -2.7298
C 2.2285 -1.0134 1.7224
H 3.2182 -1.0379 1.2813
H 1.2688 0.2778 -0.9211
H -0.2180 -0.6407 2.2936
H -0.9506 1.1019 1.1674
N 1.2605 -0.9669 0.8931
H 0.6159 1.8117 -0.8676
C -0.1606 -0.9416 1.2351
H -1.6861 2.2032 -1.3848
H -0.6854 -0.7965 -1.3947
C -0.7987 0.1927 -0.9802
H -0.5258 -1.9685 1.0377
H -2.0598 -0.0066 0.7206
C -1.0099 0.2165 0.5459
```

The value obtained for the largest force on an atom is 4.08 eV Å⁻¹. The multiplicity is 2. Its net charge is +2. For the relative energy (zero: lowest compared OMol25 entry of this formula, charge and spin), the calculation gives 74.7 kcal per mole. The value obtained for the HOMO energy (alpha / beta) is -20.356 / -20.418 eV. As for the expectation value of S²: 0.7598. The frontier orbital gap (alpha / beta) comes out at 11.306 / 7.321 eV. As for the LUMO energy (alpha / beta): -9.050 / -13.096 eV.